46
Properties=species:S:1:pos:R:3 method="wB97M-V/def2-TZVPD" de_lowest_kcal_mol=19.8 smiles="CCOC(=O)c1ccc(NC(=O)CSc2ccc(-c3ccncc3)nn2)cc1" e_homo_ev=-8.388
C -5.03 -0.38 -1.25
C -4.67 1.09 -1.09
O -3.26 1.27 -0.97
C -2.76 1.37 0.27
O -3.42 1.32 1.27
C -1.29 1.56 0.27
C -0.66 1.78 1.49
C 0.70 1.95 1.56
C 1.47 1.91 0.39
N 2.86 2.01 0.54
C 3.81 1.69 -0.38
O 3.63 1.63 -1.57
C 5.17 1.36 0.24
S 5.58 -0.36 -0.20
C 4.01 -1.10 0.06
C 3.57 -2.17 -0.72
C 2.24 -2.51 -0.60
C 1.45 -1.78 0.31
C 0.00 -1.91 0.40
C -0.76 -2.35 -0.69
C -2.13 -2.41 -0.56
N -2.78 -2.06 0.55
C -2.06 -1.63 1.57
C -0.68 -1.54 1.55
N 2.01 -0.89 1.12
N 3.25 -0.56 1.00
C 0.85 1.72 -0.84
C -0.52 1.54 -0.89
H -4.67 -0.95 -0.39
H -4.58 -0.78 -2.15
H -6.11 -0.48 -1.32
H -5.15 1.50 -0.19
H -4.97 1.67 -1.97
H -1.27 1.80 2.39
H 1.19 2.10 2.51
H 3.15 2.00 1.51
H 5.95 1.96 -0.22
H 5.19 1.47 1.32
H 4.24 -2.67 -1.40
H 1.82 -3.32 -1.18
H -0.29 -2.63 -1.62
H -2.76 -2.75 -1.37
H -2.63 -1.34 2.45
H -0.13 -1.18 2.41
H 1.44 1.69 -1.74
H -1.00 1.37 -1.84

47
Properties=species:S:1:pos:R:3 method="wB97M-V/def2-TZVPD" e_homo_ev=-7.266
Zn -1.01 -1.68 -1.05
O 3.24 -0.73 -2.12
C 3.69 -0.83 -0.85
C 5.03 -0.50 -0.64
C 5.58 -0.59 0.62
C 4.81 -1.00 1.70
C 3.47 -1.31 1.50
C 2.88 -1.22 0.24
C 1.43 -1.52 0.08
O 0.94 -1.50 -1.15
N 0.74 -1.77 1.17
N -0.59 -1.99 0.83
C -1.47 -2.27 1.70
C -2.86 -2.54 1.33
C -3.78 -2.58 2.38
C -5.13 -2.78 2.18
C -5.59 -2.95 0.87
C -4.71 -2.94 -0.19
C -3.32 -2.74 -0.01
O -2.55 -2.81 -1.09
H 2.30 -1.01 -2.12
H 5.62 -0.19 -1.50
H 6.62 -0.34 0.76
H 5.25 -1.09 2.69
H 2.85 -1.61 2.33
H -1.18 -2.30 2.75
H -3.40 -2.43 3.39
H -5.81 -2.80 3.02
H -6.64 -3.09 0.69
H -5.06 -3.07 -1.21
C 0.33 4.13 -3.39
C -0.05 3.46 -2.11
C 0.39 3.82 -0.88
C -0.03 3.05 0.22
N -0.85 2.02 0.11
C -1.30 1.67 -1.10
S -2.37 0.37 -1.38
N -0.88 2.40 -2.19
C 0.47 3.36 1.60
H 0.78 5.10 -3.19
H -0.53 4.27 -4.04
H 1.06 3.52 -3.93
H 1.06 4.66 -0.76
H -1.24 2.08 -3.08
H 0.78 4.40 1.70
H 1.33 2.72 1.81
H -0.30 3.12 2.33

47
Properties=species:S:1:pos:R:3 method="wB97M-V/def2-TZVPD" s2=6.027 charge=+2 multiplicity=5 e_homo_ev="-14.389 / -14.426"
Ru 1.21 -1.02 -0.06
C 2.45 -2.78 -0.50
C 1.10 -3.18 -0.79
C 0.78 -2.73 -2.09
C 1.88 -1.96 -2.55
C 2.90 -1.97 -1.56
H 3.08 -3.18 0.29
H 0.51 -3.90 -0.24
H -0.13 -2.93 -2.62
H 1.93 -1.45 -3.50
H 3.89 -1.55 -1.67
N 1.86 2.32 -0.94
C 1.18 2.13 0.18
N 0.57 3.17 0.72
C 0.03 3.00 1.92
N -0.65 3.99 2.46
N 0.15 1.85 2.67
C 0.69 0.86 2.05
N 1.17 0.87 0.77
C 0.82 -0.43 2.75
C 0.72 -0.54 4.12
C 0.91 -1.78 4.71
C 1.16 -2.88 3.90
C 1.25 -2.71 2.54
N 1.09 -1.50 1.97
H 1.84 3.23 -1.37
H 2.31 1.56 -1.43
H -0.73 4.87 1.97
H -1.03 3.89 3.39
H 0.50 0.35 4.69
H 0.86 -1.89 5.78
H 1.30 -3.87 4.32
H 1.42 -3.55 1.88
O 0.31 0.08 -1.74
C -0.90 -0.10 -1.33
O -1.07 -0.84 -0.33
C -2.01 0.57 -2.02
C -2.84 1.41 -1.29
C -3.87 2.08 -1.94
C -4.08 1.88 -3.30
C -3.26 1.02 -4.01
C -2.21 0.37 -3.38
H -2.70 1.54 -0.22
H -4.52 2.74 -1.38
H -4.88 2.40 -3.80
H -3.43 0.86 -5.07
H -1.56 -0.29 -3.94

48
Properties=species:S:1:pos:R:3 method="wB97M-V/def2-TZVPD" de_lowest_kcal_mol=48.7 smiles="CCCN(CC(=O)Nc1ccc(Cl)cc1Cl)C(=O)/C=C/c1cccc([N+](=O)[O-])c1" e_homo_ev=-8.558
C -2.99 -2.30 -1.38
C -1.93 -1.21 -1.36
C -2.56 0.18 -1.42
N -1.58 1.24 -1.39
C -1.18 1.81 -2.66
C -0.18 0.92 -3.41
O -0.47 0.35 -4.44
N 1.01 0.84 -2.76
C 2.13 0.09 -3.10
C 2.25 -0.59 -4.31
C 3.38 -1.32 -4.60
C 4.42 -1.39 -3.68
Cl 5.84 -2.30 -4.04
C 4.32 -0.73 -2.47
C 3.18 0.00 -2.18
Cl 3.07 0.81 -0.65
C -0.80 1.53 -0.31
O 0.20 2.23 -0.43
C -1.22 1.01 1.00
C -0.34 1.03 2.01
C -0.56 0.58 3.38
C -1.75 -0.02 3.80
C -1.92 -0.42 5.12
C -0.91 -0.23 6.04
C 0.27 0.37 5.63
N 1.34 0.57 6.58
O 2.36 1.08 6.18
O 1.14 0.22 7.73
C 0.46 0.77 4.31
H -3.67 -2.20 -0.53
H -2.52 -3.28 -1.33
H -3.57 -2.24 -2.29
H -1.26 -1.33 -2.21
H -1.33 -1.29 -0.44
H -3.28 0.31 -0.61
H -3.12 0.28 -2.36
H -0.71 2.78 -2.47
H -2.06 1.95 -3.29
H 1.09 1.39 -1.89
H 1.44 -0.54 -5.02
H 3.46 -1.84 -5.55
H 5.13 -0.78 -1.75
H -2.22 0.65 1.12
H 0.65 1.42 1.80
H -2.55 -0.19 3.10
H -2.84 -0.89 5.42
H -1.02 -0.53 7.07
H 1.39 1.23 4.03

45
Properties=species:S:1:pos:R:3 method="wB97M-V/def2-TZVPD" de_lowest_kcal_mol=0.0 s2=3.785 charge=+1 multiplicity=4 e_homo_ev="-10.978 / -10.982"
C 0.52 -1.45 1.41
C -0.82 -1.77 0.95
C -0.72 -2.12 -0.42
H -1.77 -1.78 1.48
C 0.67 -2.03 -0.81
C 1.43 -1.59 0.31
H 2.51 -1.39 0.39
H 0.87 -1.41 2.44
H -1.57 -2.44 -0.99
H 1.06 -2.31 -1.77
C -0.96 1.97 0.16
C -0.62 1.49 1.47
C 0.80 1.18 1.50
H -1.35 1.56 2.27
C 1.37 1.62 0.24
C 0.27 2.12 -0.57
H 0.38 2.54 -1.54
H -1.96 2.24 -0.12
H 1.37 0.92 2.38
H 2.41 1.58 -0.01
Tc -0.01 -0.02 -0.02
O -0.26 -0.16 -3.90
C -1.42 -0.87 -4.40
C -0.10 -0.94 -5.13
H -1.69 -1.76 -3.81
H -2.22 -0.28 -4.88
H 0.44 -1.88 -5.02
H 0.83 -1.93 -7.49
C 0.58 -0.86 -7.56
C 0.11 -0.20 -6.40
C -0.27 1.15 -6.53
H -0.68 1.69 -5.68
C -0.12 1.82 -7.75
H -0.40 2.88 -7.83
C 0.36 1.16 -8.89
H 0.46 1.69 -9.85
C 0.70 -0.20 -8.79
H 1.06 -0.74 -9.68
Cl -1.36 -2.75 4.29
C -0.96 -1.24 5.13
Cl 0.77 -0.99 5.18
C -1.61 -0.05 4.33
O -2.15 0.81 5.02
O -1.43 -0.20 3.11
H -1.36 -1.26 6.16

Number 1: electronic energy -1615.8829 a.u.. Number 2: electronic energy -3395.2675 a.u.. Number 3: electronic energy -1346.2892 a.u.. Number 4: electronic energy -2159.0976 a.u.. Number 5: electronic energy -1999.9734 a.u..